No. 1
The following is a DFT calculation (the ωB97M-V functional and the def2-TZVPD basis) of a cluster of 2 separate species, C3H10NO2 in total.

XYZ file:
```
16
Properties=species:S:1:pos:R:3:mulliken_charge:R:1
C 0.27463 0.71976 -0.61467 -0.655
O -1.08270 0.75104 -0.53487 -0.899
C 0.92155 -0.61807 -0.24035 0.583
C 0.59670 -1.18980 1.11097 -1.642
N 0.61942 -1.63618 -1.25137 -0.794
H 0.86580 1.39237 0.30382 0.134
H 0.66921 0.99232 -1.63039 0.299
H 2.03603 -0.36672 -0.34587 0.173
H -0.48540 -1.16005 1.20319 0.348
H 0.95891 -2.20102 1.03397 0.404
H 0.90522 -0.66564 1.96801 0.444
H -0.23921 -2.27084 -0.84487 0.300
H 0.02039 -1.22231 -2.12208 0.303
H -1.46605 1.92560 0.46695 0.515
H -2.69267 2.84125 0.47041 0.255
O -1.90180 2.70828 1.02714 -0.768
```

Properties
HOMO level = -3.4 eV
Charge = -1
Calculated total energy = -8857.5771 eV
Energy above the lowest of the compared OMol25 structures with the same formula, charge and spin = 117.40 kJ/mol



No. 2
The following is a DFT calculation (the ωB97M-V functional and the def2-TZVPD basis) of a cluster of 2 separate species, C3H10NO2 in total.

XYZ file:
```
16
Properties=species:S:1:pos:R:3:mulliken_charge:R:1
C -0.05240 1.68125 0.22496 -0.958
N -0.49579 0.39425 -0.43948 -0.469
C 0.26939 -0.81538 0.02890 -0.501
C 1.72743 -0.60151 0.40313 -0.862
O 2.50224 0.08573 -0.49132 -0.880
H -0.50304 2.50972 -0.36835 0.318
H 1.01448 1.65261 0.40739 0.312
H -0.26029 1.74359 1.29781 0.316
H -0.25392 0.77643 -1.42176 0.290
H 0.26853 -1.43602 -0.78251 0.455
H -0.33119 -1.28778 0.85547 0.213
H 2.01487 -1.66470 0.63357 0.323
H 1.69086 -0.17393 1.35931 0.345
H -2.17000 -0.22777 -0.48856 0.573
H -2.50770 -1.75290 -0.62034 0.277
O -2.91346 -0.88359 -0.59820 -0.752
```

Properties
HOMO level = -2.7 eV
Charge = -1
Calculated total energy = -8856.9701 eV
Energy above the lowest of the compared OMol25 structures with the same formula, charge and spin = 175.97 kJ/mol



No. 3
The following is a DFT calculation (the ωB97M-V functional and the def2-TZVPD basis) of a cluster of 2 separate species, C3H10NO2 in total.

XYZ file:
```
16
Properties=species:S:1:pos:R:3:mulliken_charge:R:1
C 1.01174 1.16413 0.64584 -0.890
N 0.42885 -0.07451 0.20347 -0.254
C -0.91792 -0.02117 -0.40250 -0.658
C -1.95531 -0.62900 0.56843 -0.422
O -1.66123 -1.85461 0.98377 -0.863
H 1.64574 0.97184 1.51186 0.325
H 0.26285 1.89667 0.94911 0.345
H 1.61591 1.63026 -0.13987 0.238
H 0.36334 -0.74200 0.97451 0.219
H -0.87939 -0.57829 -1.34402 0.254
H -1.17714 1.02925 -0.59132 0.326
H -2.92642 -0.49530 0.00804 0.248
H -1.99799 0.13011 1.40907 0.118
H 1.74264 -0.71969 -0.86253 0.480
H 1.97930 -0.83195 -2.37191 0.284
O 2.46502 -0.87573 -1.54195 -0.750
```

Properties
HOMO level = -2.7 eV
Charge = -1
Calculated total energy = -8857.8997 eV
Energy above the lowest of the compared OMol25 structures with the same formula, charge and spin = 86.28 kJ/mol



No. 4
The following is a DFT calculation (the ωB97M-V functional and the def2-TZVPD basis) of a cluster of 2 separate species, C3H10NO2 in total.

XYZ file:
```
16
Properties=species:S:1:pos:R:3:mulliken_charge:R:1
C 1.43535 0.33974 0.66231 -0.873
N 0.44339 0.18337 -0.38180 -0.353
C -0.86180 -0.23450 0.09415 -0.792
C -0.90213 -1.83503 -0.02203 -0.290
O -0.18092 -2.25391 -1.06590 -0.906
H 2.44588 0.24889 0.22535 0.317
H 1.38836 -0.44963 1.42952 0.323
H 1.36914 1.31655 1.14466 0.209
H 0.68906 -0.59837 -1.01203 0.261
H -1.61495 0.12017 -0.60707 0.324
H -1.05622 0.09597 1.12461 0.349
H -1.98270 -2.06839 -0.05887 0.261
H -0.53160 -2.22076 0.97242 0.131
H 0.14399 1.75562 -1.01378 0.496
H -0.59594 2.90172 -0.32019 0.264
O -0.18890 2.69857 -1.17136 -0.723
```

Properties
HOMO level = -2.8 eV
Charge = -1
Calculated total energy = -8857.9940 eV
Energy above the lowest of the compared OMol25 structures with the same formula, charge and spin = 77.17 kJ/mol



No. 5
The following is a DFT calculation (the ωB97M-V functional and the def2-TZVPD basis) of a cluster of 2 separate species, C3H10NO2 in total.

XYZ file:
```
16
Properties=species:S:1:pos:R:3:mulliken_charge:R:1
O 1.52669 -1.84525 1.04247 -0.621
C 0.97505 -0.99262 0.30950 -0.377
C -0.50213 -1.07288 -0.00202 -0.472
N -0.81822 0.18270 -0.71404 -0.110
C -2.22928 0.49506 -1.00154 -0.943
H 1.46277 -0.09113 -0.07075 0.204
H -0.77569 -1.96428 -0.54398 0.305
H -1.07566 -1.03818 0.94021 0.283
H -0.42589 0.93729 -0.15374 0.228
H -0.25162 0.19210 -1.59723 0.531
H -2.40185 0.62266 -2.07032 0.405
H -2.55578 1.42948 -0.56048 0.313
H -2.91292 -0.30943 -0.71467 0.302
H 2.06702 2.59131 0.30157 0.297
H 0.81550 2.83683 1.07745 0.277
O 1.20122 2.19899 0.46468 -0.623
```

Properties
HOMO level (alpha / beta) = -3.7 / -7.4 eV
Multiplicity = 2
Calculated total energy = -8854.2745 eV
Energy above the lowest of the compared OMol25 structures with the same formula, charge and spin = 148.68 kJ/mol
<S²> = 0.754



No. 6
The following is a DFT calculation (the ωB97M-V functional and the def2-TZVPD basis) of a cluster of 2 separate species, C3H10NO2 in total.

XYZ file:
```
16
Properties=species:S:1:pos:R:3:mulliken_charge:R:1
C 0.60941 -0.98994 0.90914 -1.121
C -1.35912 -0.46096 -1.42737 -0.730
C -0.20240 0.18355 0.65537 0.620
N -1.16070 0.38303 -0.27447 -0.178
O 1.64944 1.01919 -0.28942 -0.578
O -0.44670 1.10378 1.53428 -0.439
H 0.92101 -1.40965 -0.04815 0.416
H 1.48300 -0.63481 1.42350 0.446
H -0.02662 -1.63462 1.50224 0.339
H -0.92369 0.01303 -2.38750 0.265
H -0.67978 -1.36989 -1.20727 0.237
H -2.35814 -0.87275 -1.41355 0.371
H 2.47428 1.36688 0.20110 0.314
H -1.86125 1.22599 -0.19176 0.340
H 1.74922 1.11363 -1.28782 0.303
H 0.13203 0.96355 2.30168 0.394
```

Properties
HOMO level = -15.2 eV
Charge = +1
Calculated total energy = -8850.8979 eV
Energy above the lowest of the compared OMol25 structures with the same formula, charge and spin = 139.21 kJ/mol



No. 7
The following is a DFT calculation (the ωB97M-V functional and the def2-TZVPD basis) of a cluster of 2 separate species, C3H10NO2 in total.

XYZ file:
```
16
Properties=species:S:1:pos:R:3:mulliken_charge:R:1
C 0.23506 -1.72813 0.41660 -0.182
C -0.52827 -0.81875 -0.35628 -0.149
C 0.14616 -0.15667 -1.52172 -0.267
O 0.68518 1.09876 -1.10848 -0.405
N -0.23896 -2.38922 1.53064 -0.384
H 1.17293 -1.19078 0.67091 0.349
H 0.74037 -2.36664 -0.34928 0.350
H -0.61170 0.07872 -2.27426 0.275
H -1.58785 -1.03316 -0.51532 0.334
H 0.91334 -0.77852 -1.98177 0.305
H 0.43162 -2.75098 2.18451 0.210
H -1.20769 -2.52777 1.75242 0.205
H 0.39629 3.79468 0.55531 0.323
H 0.68699 1.14173 -0.14344 0.340
H -0.76300 3.48871 1.50980 0.323
O -0.33760 3.18616 0.69040 -0.630
```

Properties
HOMO level = -14.6 eV
Charge = +1
Calculated total energy = -8847.8212 eV
Energy above the lowest of the compared OMol25 structures with the same formula, charge and spin = 436.06 kJ/mol



No. 8
The following is a DFT calculation (the ωB97M-V functional and the def2-TZVPD basis) of a cluster of 3 separate species, C3H10NO2 in total.

XYZ file:
```
16
Properties=species:S:1:pos:R:3:mulliken_charge:R:1
C -1.22219 -0.04989 0.06018 0.157
C -2.30623 -0.28797 0.76581 -0.786
C 0.44816 0.02034 1.84743 -0.085
N 0.03418 0.31628 0.67621 0.053
H -1.13130 -0.07502 -1.00280 0.348
H -2.34400 -0.34541 1.83809 0.267
H -3.17198 -0.57478 0.18359 0.251
H 1.50301 0.23342 1.98310 0.268
H -0.27464 -0.32502 2.56424 0.205
H 0.74093 0.63660 -0.01897 0.337
H 0.48979 -2.32975 -2.25332 0.303
H 1.61990 -1.88663 -1.34523 0.289
O 0.68422 -1.72127 -1.52189 -0.569
H 1.17610 2.72942 -0.99339 0.314
H 2.32337 1.83111 -1.56951 0.309
O 1.43069 1.82856 -1.21354 -0.660
```

Properties
HOMO level = -14.6 eV
Charge = +1
Calculated total energy = -8850.5327 eV
Energy above the lowest of the compared OMol25 structures with the same formula, charge and spin = 174.45 kJ/mol